Formula: C5H11N
Source: the Open Molecules 2025 dataset
Level of theory: the ωB97M-V functional and the def2-TZVPD basis

Output
M   85.1 g/mol
Electronic energy   -6848.416 eV
Highest occupied orbital energy   -7.30 eV
LUMO   0.010 Eh
Largest force on an atom   4.76 eV/Å
Kohn-Sham gap   0.27783 Eh
ΔE to the lowest compared entry with this formula, charge and spin   5.112 eV

ORCA input file:
```
! wB97M-V def2-TZVPD RIJCOSX def2/J DEFGRID3
* xyz 0 1
C -0.309 0.491 -1.776
C -0.418 1.403 -0.775
C 0.496 2.534 -0.353
H -1.013 -0.310 -1.807
H 0.576 0.508 -2.459
H -1.393 1.355 -0.173
H -0.152 3.398 -0.227
H 0.893 2.246 0.575
H 1.224 2.913 -0.985
C -0.828 -0.955 1.089
C 0.281 -1.599 0.672
N 1.058 -2.647 1.287
H -0.735 0.077 1.539
H -1.762 -1.388 1.339
H 0.584 -1.613 -0.436
H 0.314 -3.053 1.918
H 1.184 -3.360 0.574
*
```

Formula: C5H11N
Source: the Open Molecules 2025 dataset
Level of theory: the ωB97M-V functional and the def2-TZVPD basis

Output
M   85.1 g/mol
Electronic energy   -6852.079 eV
Highest occupied orbital energy   -8.91 eV
LUMO   0.046 Eh
Largest force on an atom   0.28 eV/Å
Kohn-Sham gap   0.37337 Eh
ΔE to the lowest compared entry with this formula, charge and spin   1.449 eV

ORCA input file:
```
! wB97M-V def2-TZVPD RIJCOSX def2/J DEFGRID3
* xyz 0 1
C 2.642 0.368 0.184
C 1.335 -0.405 0.079
C 0.060 0.432 -0.002
N -1.050 -0.515 0.026
C -2.337 -0.186 0.582
C -2.169 -0.421 -0.877
H 2.824 0.988 -0.701
H 3.482 -0.329 0.282
H 2.647 1.022 1.065
H 1.350 -1.069 -0.794
H 1.216 -1.056 0.952
H 0.048 1.055 -0.912
H 0.001 1.120 0.853
H -2.776 -0.942 1.233
H -2.535 0.844 0.879
H -2.469 -1.362 -1.333
H -2.268 0.458 -1.518
*
```

Formula: C5H11N
Source: the Open Molecules 2025 dataset
Level of theory: the ωB97M-V functional and the def2-TZVPD basis

Output
M   85.1 g/mol
Electronic energy   -6851.510 eV
Highest occupied orbital energy   -9.46 eV
LUMO   0.043 Eh
Largest force on an atom   1.39 eV/Å
Kohn-Sham gap   0.39085 Eh
ΔE to the lowest compared entry with this formula, charge and spin   2.019 eV

ORCA input file:
```
! wB97M-V def2-TZVPD RIJCOSX def2/J DEFGRID3
* xyz 0 1
C 0.793 0.993 -2.051
C 1.354 -0.165 -1.734
C 0.623 -1.487 -1.849
H 1.411 1.870 -2.193
H -0.211 1.000 -2.443
H 2.398 -0.285 -1.474
H -0.225 -1.437 -2.519
H 1.371 -2.217 -2.177
H 0.354 -1.830 -0.848
C -2.130 -0.149 2.336
N -1.050 -0.239 1.703
C -0.070 0.805 1.957
H -2.900 -0.875 2.106
H -2.344 0.600 3.107
H 0.269 0.873 2.994
H -0.466 1.808 1.752
H 0.823 0.735 1.334
*
```

Formula: C5H11N
Source: the Open Molecules 2025 dataset
Level of theory: the ωB97M-V functional and the def2-TZVPD basis

Output
M   85.1 g/mol
Electronic energy   -6852.926 eV
Highest occupied orbital energy   -9.01 eV
LUMO   0.044 Eh
Largest force on an atom   2.55 eV/Å
Kohn-Sham gap   0.37502 Eh
ΔE to the lowest compared entry with this formula, charge and spin   0.602 eV

ORCA input file:
```
! wB97M-V def2-TZVPD RIJCOSX def2/J DEFGRID3
* xyz 0 1
C -0.008 0.670 2.091
C -0.349 0.475 0.621
C -0.502 -1.052 0.266
C -0.403 -1.062 -1.271
C 0.547 0.125 -1.578
N 0.761 0.816 -0.268
H 0.913 0.115 2.259
H -0.802 0.453 2.807
H 0.168 1.741 2.237
H -1.287 0.991 0.361
H 0.390 -1.454 0.740
H -1.448 -1.387 0.654
H -0.031 -2.066 -1.494
H -1.397 -0.926 -1.695
H 0.250 0.742 -2.429
H 1.508 -0.338 -1.807
H 0.695 1.763 -0.622
*
```

Formula: C5H11N
Source: the Open Molecules 2025 dataset
Level of theory: the ωB97M-V functional and the def2-TZVPD basis

Output
M   85.1 g/mol
Electronic energy   -6852.255 eV
Highest occupied orbital energy   -8.98 eV
LUMO   0.044 Eh
Largest force on an atom   0.27 eV/Å
Kohn-Sham gap   0.37396 Eh
ΔE to the lowest compared entry with this formula, charge and spin   1.273 eV

ORCA input file:
```
! wB97M-V def2-TZVPD RIJCOSX def2/J DEFGRID3
* xyz 0 1
C 1.425 0.373 -0.321
C 0.041 -0.115 -0.758
C -0.654 0.917 -1.645
N -0.877 -0.498 0.326
C -0.436 -1.457 1.315
C -0.657 -0.036 1.684
H 1.355 1.270 0.304
H 1.979 -0.388 0.239
H 2.020 0.639 -1.198
H 0.171 -1.029 -1.353
H -0.781 1.872 -1.121
H -1.644 0.551 -1.931
H -0.073 1.105 -2.556
H 0.601 -1.796 1.291
H -1.159 -2.225 1.584
H -1.547 0.269 2.231
H 0.235 0.549 1.910
*
```

Formula: C5H11N
Source: the Open Molecules 2025 dataset
Level of theory: the ωB97M-V functional and the def2-TZVPD basis

Output
M   85.1 g/mol
Electronic energy   -6847.670 eV
Highest occupied orbital energy (alpha / beta)   -6.32 / -6.32 eV
LUMO (alpha / beta)   0.031 / 0.031 Eh
Largest force on an atom   0.37 eV/Å
Kohn-Sham gap (alpha / beta)   0.26338 / 0.26334 Eh
ΔE to the lowest compared entry with this formula, charge and spin   5.858 eV

ORCA input file:
```
! wB97M-V def2-TZVPD RIJCOSX def2/J DEFGRID3
* xyz 0 1
C -1.557 -0.127 0.457
C -0.188 1.776 0.508
C 0.884 0.848 0.142
C 1.177 -0.218 1.134
N 0.284 -0.509 0.017
C 0.664 -1.528 -0.949
H -1.696 -1.220 0.439
H -1.962 0.264 1.385
H -2.010 0.324 -0.420
H -0.446 2.516 -0.256
H -0.060 2.251 1.486
H 1.642 1.045 -0.620
H 0.691 -0.149 2.105
H 2.135 -0.733 1.119
H 0.199 -1.299 -1.913
H 0.298 -2.502 -0.605
H 1.751 -1.586 -1.073
*
```

Q: Number 3 is which compound?
A: C5H11N

Q: Look up the electronic energy of the fifth one.
A: -6852.255 eV